Molecular formula: C4H5NO
Method: DFT, ωB97M-V/def2-TZVPD

Geometry as XYZ:
```
11
Properties=species:S:1:pos:R:3
O 0.34294 0.57287 1.69900
C 0.06284 0.24555 0.27104
C -0.63887 -0.95393 -0.39862
C 0.82615 -0.73645 -0.63947
C -0.18211 1.60549 -0.09088
N -0.40373 2.73431 -0.17962
H -0.42873 1.00950 2.13794
H -0.90602 -1.79110 0.23898
H -1.34732 -0.81276 -1.22342
H 1.51399 -1.43578 -0.17263
H 1.16085 -0.43771 -1.64231
```

Computed properties:
- Orbital gap: 11.4580 eV
- Multiplicity: 1
- SMILES: N#CC1(O)CC1

These are the Mulliken partial charges, in e, on atoms 1 to 4: O -0.5374; C 0.6462; C -0.6124; C -0.5928